(1)
{
  "formula": "C4H7N3OS",
  "method": "ωB97M-V/def2-TZVPD",
  "max_force_ev_per_a": 3.43,
  "lumo_ev": [0.2250, 0.2247],
  "relative_energy_ev": 4.445,
  "energy_ev": -21610.38231,
  "e_homo_ha": [-0.336, -0.336],
  "homo_lumo_gap_ha": [0.34466, 0.34468],
  "symbols": ["S", "O", "N", "N", "N", "C", "C", "C", "C", "H", "H", "H", "H", "H", "H", "H"],
  "positions_angstrom": [[1.7633, 0.4636, -0.3101], [1.9106, 0.5028, -1.7366], [3.0955, 0.5844, 0.4109], [-1.4342, -2.1126, 0.6175], [0.7373, -1.3557, 0.1993], [-0.7940, 1.3379, 0.0003], [-0.5043, -1.1619, 0.1385], [-1.1977, 0.0012, -0.4498], [0.4933, 1.7075, 0.0482], [2.9393, 0.8564, 1.3335], [-2.2016, -0.2050, -0.1456], [-1.4238, 2.1928, 0.2757], [-1.9550, -2.5002, -0.2454], [-1.0562, -2.9174, 1.0199], [0.8362, 2.6921, 0.3255], [-1.2087, -0.0859, -1.4817]],
  "forces_ev_per_a": [[-0.6, -1.1, 0.0], [-0.3, -0.7, -0.6], [-0.9, -0.4, -1.6], [-1.9, 0.0, -2.9], [1.8, 2.5, -0.1], [2.1, 1.9, 0.2], [0.8, -0.6, 0.2], [-1.7, 0.1, 1.9], [-0.2, -1.4, 0.5], [-0.1, 0.4, 2.3], [-1.0, 0.5, 0.0], [-0.6, -0.9, -0.4], [0.6, 1.0, 1.8], [1.3, -1.3, 0.9], [0.2, 0.0, 0.1], [0.4, 0.0, -2.3]]
}

---

(2)
{
  "formula": "C3HLiO4Zn",
  "method": "ωB97M-V/def2-TZVPD",
  "max_force_ev_per_a": 7.03,
  "lumo_ev": [-15.0677, -16.1202],
  "multiplicity": 2,
  "energy_ev": -59902.62386,
  "e_homo_ha": [-0.868, -0.906],
  "total_charge": 3,
  "homo_lumo_gap_ha": [0.31387, 0.31327],
  "symbols": ["Zn", "O", "O", "O", "O", "C", "C", "C", "Li", "H"],
  "positions_angstrom": [[-0.8502, -0.7353, -1.9253], [-1.6272, 0.9186, -1.1374], [-1.7001, 2.1434, 0.5118], [2.1985, -1.8250, 0.6956], [-0.0815, 0.6694, 0.4696], [-0.9319, 1.4749, -0.2372], [0.2877, -0.4572, -0.1414], [1.3181, -1.1576, 0.4079], [4.0178, -2.8711, 1.4711], [-2.6312, 1.8399, -0.1147]],
  "forces_ev_per_a": [[-0.1, 0.6, 0.5], [2.2, -1.0, -3.7], [-1.9, 1.3, -1.0], [-0.9, 0.6, -0.1], [2.6, 0.4, -0.4], [-5.5, -3.8, 2.1], [-0.3, 0.4, -0.6], [0.9, -0.6, 0.4], [0.6, -0.4, 0.3], [2.4, 2.5, 2.6]]
}

---

(3)
{
  "formula": "C4H11NO2",
  "method": "ωB97M-V/def2-TZVPD",
  "max_force_ev_per_a": 1.71,
  "lumo_ev": 0.9817,
  "relative_energy_ev": 1.641,
  "energy_ev": -9910.60096,
  "e_homo_ha": -0.322,
  "homo_lumo_gap_ha": 0.35820,
  "symbols": ["O", "O", "N", "C", "C", "C", "C", "H", "H", "H", "H", "H", "H", "H", "H", "H", "H", "H"],
  "positions_angstrom": [[1.0446, 1.7508, 0.6931], [3.1854, 2.1733, -6.3971], [-0.7463, -0.6544, -0.3437], [-0.5272, 0.3780, 1.8797], [-1.6779, -1.8490, 1.5701], [0.6580, 1.3010, 1.7354], [-0.5725, -0.8990, 1.0698], [-0.4818, -1.4117, -0.9438], [-1.6598, -1.9860, 2.6433], [-0.7882, 0.2648, 2.9309], [3.4429, 2.8549, -5.7567], [-2.6126, -1.3351, 1.3812], [0.3561, -1.4692, 1.0844], [-1.5911, -2.8014, 1.0634], [3.6332, 1.3803, -6.0883], [1.2416, 1.4715, 2.6652], [-1.3777, 0.9295, 1.4612], [-1.5264, -0.0984, -0.6481]],
  "forces_ev_per_a": [[-0.1, 0.3, 0.0], [0.2, 0.3, 0.3], [0.6, 0.8, 0.0], [-1.0, 1.0, -0.3], [0.3, 1.0, 0.5], [0.5, -0.9, 0.0], [0.1, -1.6, -0.6], [-0.2, 0.0, -0.1], [0.3, -0.3, 0.4], [0.3, -0.4, 0.1], [-0.1, -0.3, -0.3], [-0.5, -0.3, -0.3], [0.4, 0.2, 0.5], [-0.3, -0.1, -0.1], [0.0, 0.0, 0.0], [-0.1, 0.2, 0.0], [-0.1, 0.3, 0.1], [-0.2, -0.2, 0.0]]
}

---

Please write out number 1 again, unchanged.
{
  "formula": "C4H7N3OS",
  "method": "ωB97M-V/def2-TZVPD",
  "max_force_ev_per_a": 3.43,
  "lumo_ev": [0.2250, 0.2247],
  "relative_energy_ev": 4.445,
  "energy_ev": -21610.38231,
  "e_homo_ha": [-0.336, -0.336],
  "homo_lumo_gap_ha": [0.34466, 0.34468],
  "symbols": ["S", "O", "N", "N", "N", "C", "C", "C", "C", "H", "H", "H", "H", "H", "H", "H"],
  "positions_angstrom": [[1.7633, 0.4636, -0.3101], [1.9106, 0.5028, -1.7366], [3.0955, 0.5844, 0.4109], [-1.4342, -2.1126, 0.6175], [0.7373, -1.3557, 0.1993], [-0.7940, 1.3379, 0.0003], [-0.5043, -1.1619, 0.1385], [-1.1977, 0.0012, -0.4498], [0.4933, 1.7075, 0.0482], [2.9393, 0.8564, 1.3335], [-2.2016, -0.2050, -0.1456], [-1.4238, 2.1928, 0.2757], [-1.9550, -2.5002, -0.2454], [-1.0562, -2.9174, 1.0199], [0.8362, 2.6921, 0.3255], [-1.2087, -0.0859, -1.4817]],
  "forces_ev_per_a": [[-0.6, -1.1, 0.0], [-0.3, -0.7, -0.6], [-0.9, -0.4, -1.6], [-1.9, 0.0, -2.9], [1.8, 2.5, -0.1], [2.1, 1.9, 0.2], [0.8, -0.6, 0.2], [-1.7, 0.1, 1.9], [-0.2, -1.4, 0.5], [-0.1, 0.4, 2.3], [-1.0, 0.5, 0.0], [-0.6, -0.9, -0.4], [0.6, 1.0, 1.8], [1.3, -1.3, 0.9], [0.2, 0.0, 0.1], [0.4, 0.0, -2.3]]
}

---

> Which formula does entry 1 have?

C4H7N3OS